The following is a quantum chemistry calculation of a molecular structure, C20H45Li4N3O12, from the Open Molecules 2025 dataset.

Computed properties:
Frontier orbital gap (eV): 4.24
DFT total energy (eV): -51330.32329
Energy above the lowest of the compared OMol25 structures with the same formula, charge and spin (eV): 4.534
Lowest unoccupied orbital energy (eV): -0.33
HOMO (eV): -4.57
F_max (eV/Å): 9.50

```
84
Properties=species:S:1:pos:R:3:forces:R:3:mulliken_charge:R:1
O 0.67386 3.62648 -5.08113 8.64 -2.44 -1.27 -0.8168
H 2.30247 0.78036 1.00297 -0.98 0.10 -0.86 -0.0157
C 5.63239 2.91505 1.42813 1.59 0.33 -1.22 -0.9960
Li 2.17240 -0.01916 -2.77677 -0.83 -0.08 1.40 0.8089
C -3.86126 1.86527 1.79283 -1.58 0.25 -1.58 -1.0406
H 1.24078 -3.33077 -3.12150 -0.09 1.39 -0.31 0.2826
O 4.73832 2.66892 0.30781 0.63 0.35 2.24 -0.1781
H 1.86013 0.42658 2.58119 0.11 0.08 0.38 0.2921
O -1.09070 2.54064 -4.68125 -3.76 -8.49 2.01 -1.0328
H 0.87267 -2.12584 4.61573 -0.04 -0.52 -0.36 0.3662
C 3.70650 -1.82023 -1.36985 -0.14 1.81 0.08 -0.4100
H -2.52353 1.95841 0.19606 -0.10 0.16 -0.07 0.0460
H -3.78822 1.37638 2.76430 -0.42 -0.07 -0.01 0.3195
H 3.25712 2.78006 -1.65683 0.34 0.34 0.42 0.2963
H -1.09213 -2.96937 3.22746 0.29 -0.32 -0.16 0.3800
C -5.87233 -0.95907 0.53608 -0.79 0.55 1.05 -0.9681
H -0.91432 -2.59600 -1.57542 0.12 -0.05 0.94 0.0121
H -3.05024 -0.87755 -0.40369 0.81 0.06 -0.30 0.0645
C 5.33299 2.43486 -0.95575 -1.02 0.44 -0.19 -0.5937
H 5.86170 3.29448 -1.36757 0.17 0.25 0.30 0.4573
N 3.58060 0.76261 -1.34832 -0.13 0.35 -2.74 0.6080
C -0.08494 0.54297 -1.67500 1.89 -2.79 1.34 0.9645
C 4.10960 2.11553 -1.79745 -0.17 -1.68 0.01 -0.7982
N -1.73895 -1.98097 0.91306 -0.04 0.68 -0.07 -0.4142
H 3.17664 -1.75172 -0.41976 -0.53 -0.05 0.00 0.2056
O -0.74509 -1.03850 3.89154 -1.18 0.59 -2.06 -0.1290
H -2.85969 -0.78988 2.02247 -0.35 -0.04 0.89 -0.0749
C 1.69811 1.18471 1.81497 1.28 -0.36 1.24 -0.5290
H -5.86323 -1.08821 -0.54621 0.28 0.13 -0.05 0.3104
C -0.26233 2.62890 1.35171 1.35 -1.29 0.49 -0.6558
H -1.98005 -5.94009 -2.13439 -0.49 0.30 0.26 0.3031
O 0.66808 -0.19605 -1.00154 2.34 -1.37 1.23 -0.9336
H -1.34025 -2.90671 0.97720 0.20 -0.21 -0.63 0.2993
H -5.05766 1.64379 -0.10652 0.32 -0.48 -0.36 0.3174
H -3.30253 -2.50624 2.15180 -0.42 -0.01 0.31 0.3062
H 4.28521 2.18759 -2.87079 0.34 -0.50 -0.10 0.4686
H -1.86308 2.84357 2.94639 0.46 -0.53 0.00 0.4717
H -5.96504 -1.91880 1.04443 0.69 -0.15 -0.12 0.2605
H -6.00052 1.45940 1.36502 -0.10 0.37 0.08 0.5720
H -2.26261 -2.31138 4.28964 -0.74 0.01 -0.26 0.4914
H -4.14674 2.90856 1.92752 -0.26 0.35 0.36 0.5307
O -4.82954 -0.16943 1.09572 -0.23 -0.23 -1.42 -0.1528
O 0.32060 1.31339 1.74703 -1.73 0.88 -0.67 -0.0222
O -1.20088 0.74414 -1.18680 -4.21 2.27 0.23 -0.8296
H 0.77887 -0.53842 5.18522 -0.54 0.46 -0.13 0.2508
C -1.52478 -4.97457 -1.91393 -0.58 1.10 -1.29 -0.7175
O -2.52483 -3.94428 -1.62681 0.93 -2.47 0.96 -0.4267
H -0.69839 -5.15994 -1.22775 -0.28 0.53 0.71 0.2863
H -3.62657 -2.38965 0.09094 -0.09 -0.65 -0.44 0.5418
C -1.67914 -2.06763 3.40180 1.77 0.13 1.68 -1.0184
H -6.78711 -0.45932 0.85472 -0.52 0.06 -0.49 0.4451
Li -1.60281 1.76291 -2.91522 0.52 0.51 -1.11 0.8882
O 0.27532 0.91341 -2.80973 1.08 1.28 -3.21 -0.8505
H -1.08368 -4.63018 -2.84930 0.39 -0.28 -0.22 0.3034
H -2.37137 -2.05048 -2.26344 0.11 -0.07 -0.70 0.3578
O -1.07895 4.67966 -4.82207 -2.56 1.91 0.22 -0.8332
H 6.50011 3.46692 1.06674 0.03 0.45 -0.37 0.3985
H 1.43650 -3.01346 -1.34157 -0.39 0.38 -0.14 0.3264
C -1.99451 -2.67005 -1.44969 -2.28 2.65 -0.25 -0.5206
C -2.47150 -1.80093 2.14566 0.01 1.10 0.40 0.0413
H 5.30368 3.52889 2.26672 -1.15 -0.18 -0.45 0.2742
H 2.22147 2.09170 2.11759 -0.23 0.29 0.17 0.4196
C 0.13790 -1.37294 4.90094 0.47 -0.87 0.42 -0.9732
H -2.00957 3.75954 1.47870 0.24 0.74 0.29 0.4638
H 3.22608 0.97783 -0.42741 0.20 -1.02 0.12 -0.7638
H 4.39895 -2.65386 -1.25296 0.25 -0.04 -0.48 0.5244
C 4.42836 -0.44634 -1.58431 -0.35 -0.33 1.68 -0.7814
C -0.51396 3.57505 -4.88765 -1.88 7.30 0.27 0.8473
H 4.82389 -0.46950 -2.59974 0.13 0.44 0.02 0.3135
H 2.58590 -3.88119 -2.31158 -0.13 -0.77 0.34 0.4604
H 0.43277 3.39866 1.68699 -0.15 0.14 0.19 0.5833
N -2.54509 1.83641 1.19843 0.26 -1.50 0.66 0.2135
H -0.36725 -1.75484 5.78812 -0.17 0.03 0.26 0.3671
Li -0.80249 -0.01676 0.64026 0.24 -0.06 -0.33 0.8147
O 2.82815 -1.97553 -2.47287 -0.52 1.58 -0.82 -0.3404
H 6.16120 2.06269 1.85470 -0.73 -0.83 -0.12 0.3660
H 5.99094 1.56585 -0.95042 0.25 0.02 0.11 0.3253
C -2.70760 -1.89707 -0.22683 2.26 -1.99 0.14 -0.1637
Li 0.87810 1.69114 -4.52936 -1.57 1.55 -0.13 0.7220
H -0.23539 2.60630 0.26228 -0.35 0.35 -0.09 0.1776
C -1.68184 2.79747 1.87255 0.16 0.30 -1.73 -0.9777
H 5.22991 -0.46426 -0.84586 0.56 -0.06 -0.24 0.4145
C 1.91397 -3.02300 -2.32138 1.17 -2.38 1.01 -0.9192
C -5.03957 1.23311 0.90299 1.92 -0.24 2.68 -0.6846
```
Forces are in eV/Å.